{
  "formula": "C36H70O11P2",
  "method": "ωB97M-V/def2-TZVPD",
  "gap_ha": 0.337,
  "smiles": "CCCCCCCCCCC[C@H](COc1cc(C)ccc1C(C)C)OC=O.CCOP(=O)(OCC)OCC.CCOP(=O)(OCC)OCC",
  "largest_force_ev_per_a": 6.69,
  "e_tot_ev": -79569.0249,
  "de_lowest_kj_mol": 262.2,
  "charge": 0,
  "elements": ["C", "C", "C", "C", "C", "C", "C", "C", "C", "C", "C", "C", "C", "O", "C", "C", "C", "C", "C", "C", "C", "C", "C", "C", "O", "C", "O", "H", "H", "H", "H", "H", "H", "H", "H", "H", "H", "H", "H", "H", "H", "H", "H", "H", "H", "H", "H", "H", "H", "H", "H", "H", "H", "H", "H", "H", "H", "H", "H", "H", "H", "H", "H", "H", "H", "H", "H", "C", "C", "O", "P", "O", "O", "C", "C", "O", "C", "C", "H", "H", "H", "H", "H", "H", "H", "H", "H", "H", "H", "H", "H", "H", "H", "C", "C", "O", "P", "O", "O", "C", "C", "O", "C", "C", "H", "H", "H", "H", "H", "H", "H", "H", "H", "H", "H", "H", "H", "H", "H"],
  "coordinates": [[-3.49570, -6.76682, 2.26498], [-2.21055, -5.89285, 2.04238], [-1.73499, -5.32036, 3.39726], [-2.54260, -4.03091, 3.72729], [-1.57514, -2.84480, 3.91509], [-2.24824, -1.59020, 4.52933], [-1.82124, -0.34717, 3.70997], [-0.51067, 0.26577, 4.18980], [-0.14592, 1.57962, 3.46370], [1.36867, 1.73441, 3.20636], [1.86270, 1.19768, 1.84193], [1.14686, 1.78577, 0.61564], [0.12254, 0.85770, -0.05215], [-0.45268, -0.10166, 0.83929], [-0.31468, -1.39943, 0.34937], [0.61310, -2.21203, 0.99658], [0.87025, -3.51651, 0.58307], [1.91753, -4.31697, 1.31623], [0.15132, -3.98190, -0.51858], [-0.80010, -3.18581, -1.13679], [-1.06227, -1.87821, -0.72334], [-2.10302, -1.00849, -1.40699], [-1.66861, -0.51982, -2.80350], [-3.45980, -1.76525, -1.50737], [2.14448, 2.01841, -0.41851], [2.72268, 3.25032, -0.32042], [2.44483, 4.11073, -1.08691], [-4.30388, -6.40282, 1.62861], [-3.79592, -6.65375, 3.30723], [-3.23594, -7.79843, 2.03076], [-2.45391, -5.06932, 1.36567], [-1.43286, -6.49379, 1.56236], [-0.66098, -5.11824, 3.34266], [-1.91346, -6.04186, 4.19993], [-3.18767, -4.18012, 4.59825], [-3.19859, -3.77579, 2.88666], [-1.15715, -2.63319, 2.92718], [-0.75555, -3.20746, 4.54681], [-3.32549, -1.72414, 4.38630], [-2.00787, -1.47016, 5.58746], [-2.59393, 0.43332, 3.77273], [-1.80021, -0.66237, 2.66715], [-0.58711, 0.46627, 5.26486], [0.32525, -0.44316, 4.09563], [-0.42740, 2.39530, 4.14175], [-0.71387, 1.73323, 2.54249], [1.73115, 2.76003, 3.33141], [1.87864, 1.13321, 3.96967], [1.85447, 0.10897, 1.87945], [2.91441, 1.49063, 1.75516], [0.69067, 2.74175, 0.88980], [0.57548, 0.36603, -0.91529], [-0.70162, 1.47234, -0.43925], [1.15828, -1.83025, 1.85295], [2.28406, -3.69990, 2.14428], [2.80096, -4.52763, 0.70746], [1.52745, -5.22634, 1.78036], [0.34816, -4.98476, -0.88781], [-1.33980, -3.61205, -1.97799], [-2.28304, -0.13087, -0.78281], [-2.56865, -0.16889, -3.32033], [-1.00347, 0.34551, -2.75132], [-1.25016, -1.31246, -3.42793], [-3.95342, -1.61165, -2.46973], [-4.15208, -1.40804, -0.73963], [-3.33662, -2.83944, -1.36124], [3.46091, 3.36590, 0.48975], [-3.83285, 3.93637, 1.79446], [-4.65312, 5.07953, 1.22076], [-3.99679, 5.70871, 0.12022], [-3.97102, 4.93904, -1.32356], [-5.39731, 4.62623, -1.59756], [-3.74837, 6.19734, -2.35603], [-4.52489, 6.31461, -3.55076], [-5.60008, 7.36769, -3.38119], [-2.39907, 4.58241, -1.32716], [-1.39718, 5.58910, -1.08507], [-0.78279, 5.41449, 0.28543], [-3.59762, 3.19392, 1.02647], [-4.37674, 3.44268, 2.60072], [-2.88479, 4.29956, 2.19236], [-5.64220, 4.72619, 0.92186], [-4.80096, 5.84762, 1.98034], [-4.95663, 5.35485, -3.83219], [-3.84044, 6.60809, -4.34926], [-6.19991, 7.18004, -2.49100], [-6.25866, 7.39496, -4.25074], [-5.14677, 8.35288, -3.25850], [-1.78253, 6.59785, -1.19950], [-0.63320, 5.44191, -1.84889], [-1.45536, 5.77460, 1.06340], [0.14409, 5.98557, 0.35911], [-0.57407, 4.36397, 0.48737], [4.59099, 1.56050, -2.37137], [5.29860, 0.88926, -3.53232], [5.70682, -0.43925, -3.19934], [4.56854, -1.61294, -3.13456], [3.87762, -1.52757, -4.44664], [5.48250, -2.95826, -3.37844], [5.06288, -3.97446, -4.29181], [5.84990, -3.88294, -5.58261], [4.58631, -1.82435, -1.53394], [5.81538, -2.03684, -0.82042], [6.19062, -0.81148, -0.01362], [3.73558, 0.96712, -2.04210], [4.23843, 2.55311, -2.65370], [5.26044, 1.66327, -1.51518], [4.65839, 0.88165, -4.41670], [6.20092, 1.44317, -3.79303], [3.99163, -3.91260, -4.48023], [5.25168, -4.93594, -3.80941], [5.80552, -2.87809, -6.00167], [5.46952, -4.59018, -6.32142], [6.90246, -4.10582, -5.39905], [6.63193, -2.32153, -1.47737], [5.63014, -2.87382, -0.14561], [6.59881, -0.03350, -0.65747], [6.95449, -1.06771, 0.72254], [5.32115, -0.39789, 0.49928]],
  "lowdin_charge": [-0.09, -0.25, -0.21, -0.21, -0.21, -0.18, -0.21, -0.20, -0.19, -0.18, -0.12, -0.25, -0.10, -0.09, -0.22, 0.02, -0.26, -0.04, -0.04, -0.03, -0.13, -0.34, -0.05, -0.05, -0.06, -0.35, 0.12, 0.06, 0.06, 0.06, 0.09, 0.09, 0.09, 0.10, 0.11, 0.11, 0.09, 0.11, 0.10, 0.11, 0.11, 0.09, 0.11, 0.11, 0.11, 0.10, 0.11, 0.11, 0.10, 0.11, 0.12, 0.14, 0.13, 0.11, 0.07, 0.08, 0.07, 0.11, 0.12, 0.12, 0.07, 0.07, 0.08, 0.07, 0.08, 0.06, 0.15, -0.08, -0.28, -0.21, 0.56, -0.21, -0.23, -0.29, -0.08, -0.22, -0.24, -0.06, 0.07, 0.08, 0.06, 0.11, 0.12, 0.10, 0.12, 0.08, 0.08, 0.07, 0.11, 0.12, 0.07, 0.09, 0.06, -0.08, -0.27, -0.20, 0.57, -0.21, -0.23, -0.29, -0.08, -0.22, -0.26, -0.07, 0.07, 0.08, 0.07, 0.11, 0.12, 0.10, 0.11, 0.08, 0.08, 0.07, 0.11, 0.12, 0.06, 0.08, 0.08]
}